Record 1
{
  "formula": "C68H171N11O2",
  "method": "wB97M-V/def2-TZVPD",
  "lumo_energy_ev": 0.53,
  "multiplicity": 1,
  "fmax_ev_per_a": 3.3,
  "smiles": "CCN(CC)CC.CCN(CC)CC.CCN(CC)CC.CCN(CC)CC.CCN(CC)CC.CCN(CC)CC.CCN(CC)CC.CCN(CC)CC.CCN(CC)CC.CCN(CC)CC.CCN(CC)CC.OCCO",
  "total_energy_ev": -93768.9900,
  "total_charge": 0,
  "symbols": ["C", "C", "O", "O", "H", "H", "H", "H", "H", "H", "C", "C", "N", "C", "C", "C", "C", "H", "H", "H", "H", "H", "H", "H", "H", "H", "H", "H", "H", "H", "H", "H", "C", "C", "N", "C", "C", "C", "C", "H", "H", "H", "H", "H", "H", "H", "H", "H", "H", "H", "H", "H", "H", "H", "C", "C", "N", "C", "C", "C", "C", "H", "H", "H", "H", "H", "H", "H", "H", "H", "H", "H", "H", "H", "H", "H", "C", "C", "N", "C", "C", "C", "C", "H", "H", "H", "H", "H", "H", "H", "H", "H", "H", "H", "H", "H", "H", "H", "C", "C", "N", "C", "C", "C", "C", "H", "H", "H", "H", "H", "H", "H", "H", "H", "H", "H", "H", "H", "H", "H", "C", "C", "N", "C", "C", "C", "C", "H", "H", "H", "H", "H", "H", "H", "H", "H", "H", "H", "H", "H", "H", "H", "C", "C", "N", "C", "C", "C", "C", "H", "H", "H", "H", "H", "H", "H", "H", "H", "H", "H", "H", "H", "H", "H", "C", "C", "N", "C", "C", "C", "C", "H", "H", "H", "H", "H", "H", "H", "H", "H", "H", "H", "H", "H", "H", "H", "C", "C", "N", "C", "C", "C", "C", "H", "H", "H", "H", "H", "H", "H", "H", "H", "H", "H", "H", "H", "H", "H", "C", "C", "N", "C", "C", "C", "C", "H", "H", "H", "H", "H", "H", "H", "H", "H", "H", "H", "H", "H", "H", "H", "C", "C", "N", "C", "C", "C", "C", "H", "H", "H", "H", "H", "H", "H", "H", "H", "H", "H", "H", "H", "H", "H"],
  "positions_angstrom": [[0.96482, 3.04173, -7.17970], [2.24959, 2.26935, -6.76258], [3.36555, 3.14659, -6.61442], [-0.09991, 2.12694, -7.38872], [1.02558, 3.57073, -8.13079], [0.76718, 3.73592, -6.36291], [2.50224, 1.48386, -7.47482], [2.09945, 1.77903, -5.80073], [4.17573, 2.65587, -6.77062], [0.02478, 1.53176, -8.13156], [-7.72457, 0.85995, -0.73725], [-7.28479, 1.94910, 0.29068], [-5.89779, 2.31784, 0.13031], [-5.64151, 3.32837, 1.14610], [-4.27529, 4.06640, 1.08629], [-4.86953, 1.27386, 0.09875], [-4.84471, 0.39606, 1.33615], [-7.93309, 1.33250, -1.69710], [-8.62635, 0.37879, -0.35858], [-7.05285, 0.03253, -0.96586], [-8.01130, 2.75862, 0.22030], [-7.42078, 1.45314, 1.25173], [-5.80082, 2.86836, 2.12135], [-6.41593, 4.06930, 0.94759], [-4.18677, 4.92771, 1.74841], [-4.05204, 4.49510, 0.10932], [-3.44171, 3.40597, 1.32519], [-5.01360, 0.61179, -0.75507], [-3.85295, 1.64675, -0.02627], [-5.72146, -0.24625, 1.25331], [-3.97844, -0.26465, 1.30249], [-4.92247, 1.00328, 2.23800], [3.48487, -3.55371, 3.12611], [2.89749, -2.07925, 3.16819], [2.42917, -1.81208, 4.52171], [2.20579, -0.37027, 4.64322], [3.43272, 0.48009, 4.59624], [1.22969, -2.57247, 4.85662], [0.97606, -2.55910, 6.36509], [4.23692, -3.65792, 2.34402], [2.75120, -4.34304, 2.96241], [4.00831, -3.69941, 4.07103], [3.65546, -1.35316, 2.87430], [2.18515, -1.90394, 2.36199], [1.51908, -0.08543, 3.84610], [1.71571, -0.13984, 5.58917], [4.03700, 0.42380, 3.69083], [3.24463, 1.53272, 4.80764], [4.05219, 0.22898, 5.45723], [1.26160, -3.63603, 4.62016], [0.34181, -2.19998, 4.34571], [0.24224, -3.33365, 6.58796], [0.59073, -1.58494, 6.66613], [1.85845, -2.78673, 6.96314], [-0.83686, 5.38557, -0.48216], [-0.91969, 6.25235, -1.75769], [-0.01153, 5.70753, -2.75579], [1.42160, 5.80850, -2.47837], [2.00094, 4.47083, -2.85821], [-0.30584, 6.21055, -4.12305], [-1.49501, 5.56550, -4.79618], [0.18654, 5.31262, -0.11416], [-1.16207, 4.36428, -0.68044], [-1.41405, 5.74324, 0.37050], [-1.96251, 6.32333, -2.06687], [-0.76070, 7.27585, -1.41818], [1.87779, 6.66924, -2.96735], [1.67321, 5.95163, -1.42751], [1.75377, 3.66935, -2.16205], [1.58643, 4.08975, -3.79152], [3.08979, 4.51040, -2.82764], [0.56266, 6.08698, -4.77000], [-0.43275, 7.29231, -4.08077], [-1.40503, 4.48466, -4.90477], [-1.80020, 5.95335, -5.76805], [-2.37451, 5.78856, -4.19219], [-1.05460, -4.74639, 2.84101], [-0.04645, -5.86181, 2.68609], [-0.77701, -7.09370, 2.64853], [-1.38253, -7.38757, 3.96538], [-2.66022, -8.17801, 3.77121], [0.06484, -8.25974, 2.31610], [0.57661, -8.19612, 0.89657], [-1.98047, -4.96328, 2.30826], [-0.54579, -3.84800, 2.49156], [-1.17815, -4.49135, 3.89352], [0.35805, -5.70481, 1.68617], [0.75048, -5.84129, 3.42944], [-0.77837, -7.98247, 4.65036], [-1.62024, -6.50020, 4.55204], [-2.36814, -9.14907, 3.37142], [-3.16095, -8.34099, 4.72558], [-3.33763, -7.72004, 3.05046], [-0.54349, -9.16092, 2.39313], [0.90611, -8.30946, 3.00740], [1.07519, -9.14020, 0.67697], [1.27701, -7.38625, 0.69250], [-0.30656, -8.14945, 0.25943], [5.40819, -5.07378, -3.52970], [3.97724, -5.48754, -3.07587], [3.26253, -4.32425, -2.68909], [2.30977, -4.58627, -1.58201], [3.03868, -4.90125, -0.27313], [2.60496, -3.63535, -3.84816], [2.19634, -2.16469, -3.58627], [5.37260, -4.34238, -4.33710], [6.02418, -5.91829, -3.83868], [5.90274, -4.67798, -2.64265], [3.58363, -6.04370, -3.92666], [4.05467, -6.13454, -2.20209], [1.61065, -5.39039, -1.81164], [1.77501, -3.67444, -1.31613], [3.56290, -5.85573, -0.32077], [2.36163, -5.14282, 0.54623], [3.71049, -4.10320, 0.04292], [3.13449, -3.66698, -4.80037], [1.77351, -4.32974, -3.96904], [2.92844, -1.62581, -2.98482], [2.09463, -1.65440, -4.54406], [1.21781, -2.10780, -3.10946], [5.09852, -1.85116, -0.85299], [6.00012, -0.69823, -0.36846], [5.47515, 0.64713, -0.72605], [6.08315, 1.68099, 0.09686], [5.74972, 1.61357, 1.54565], [5.69186, 0.91954, -2.18382], [4.55972, 1.90678, -2.52313], [4.94582, -1.72078, -1.92434], [4.06605, -1.81064, -0.50594], [5.51155, -2.84617, -0.68724], [5.95056, -0.77376, 0.71779], [7.03463, -0.85205, -0.67545], [7.15599, 1.73077, -0.08928], [5.80227, 2.67226, -0.25894], [6.18697, 2.42402, 2.12882], [4.66699, 1.61142, 1.67133], [6.26729, 0.75036, 1.96408], [5.61230, 0.02716, -2.80464], [6.68404, 1.33378, -2.36293], [3.57725, 1.60007, -2.16427], [4.50080, 2.11655, -3.59113], [4.71763, 2.85558, -2.01034], [-2.53646, -1.12868, 5.37559], [-3.06720, 0.22218, 5.92160], [-2.81506, 1.28994, 4.89874], [-3.85909, 2.34089, 5.12360], [-3.59333, 3.15109, 6.33025], [-1.41918, 1.71414, 4.72456], [-1.31526, 2.61530, 3.51311], [-1.45089, -1.22673, 5.38033], [-3.01848, -1.34001, 4.42108], [-2.96103, -1.88351, 6.03747], [-4.11045, 0.27724, 6.23257], [-2.50042, 0.52236, 6.80293], [-4.02588, 2.99416, 4.26715], [-4.85908, 1.90816, 5.15311], [-2.59704, 3.59145, 6.29043], [-4.31710, 3.94712, 6.50518], [-3.43451, 2.57479, 7.24171], [-0.95796, 0.81325, 4.31987], [-0.94441, 2.03063, 5.65328], [-1.77541, 3.58194, 3.71799], [-1.84665, 2.07569, 2.72918], [-0.25833, 2.69756, 3.25967], [-3.03633, -2.01506, -2.42701], [-1.87602, -3.02075, -2.47699], [-2.34846, -4.38374, -2.62500], [-2.65853, -4.55048, -4.03433], [-3.68137, -5.70250, -4.23945], [-1.38694, -5.37572, -2.12979], [-1.43642, -5.26769, -0.56181], [-3.70580, -2.24193, -1.59729], [-3.60305, -1.94057, -3.35512], [-2.68836, -1.01954, -2.15142], [-1.23030, -2.77728, -3.32072], [-1.23289, -2.89671, -1.60573], [-3.09915, -3.69217, -4.54154], [-1.73410, -4.74600, -4.57774], [-4.62781, -5.55698, -3.71871], [-3.95085, -5.93006, -5.27081], [-3.25732, -6.54854, -3.69862], [-0.41411, -5.12479, -2.55256], [-1.62763, -6.38124, -2.47491], [-2.38790, -5.59916, -0.14597], [-1.25381, -4.28734, -0.12174], [-0.65484, -5.96858, -0.26855], [5.78503, 4.75388, 3.66705], [4.38627, 4.24523, 4.12700], [3.43164, 5.28847, 3.90684], [3.32442, 5.77647, 2.52933], [2.94207, 4.76097, 1.43667], [2.13529, 4.78196, 4.38119], [2.10853, 4.63834, 5.97897], [6.56034, 4.07542, 4.02299], [5.95693, 5.78172, 3.98655], [5.84702, 4.73111, 2.57905], [4.16411, 3.27110, 3.69131], [4.56239, 4.13952, 5.19747], [4.25080, 6.26604, 2.22895], [2.69387, 6.65868, 2.63981], [3.67057, 3.95511, 1.34732], [2.95292, 5.31003, 0.49512], [1.98499, 4.26964, 1.61182], [1.47878, 5.60482, 4.09838], [1.79536, 3.83831, 3.95448], [2.74826, 3.81947, 6.30805], [2.46554, 5.48481, 6.56560], [1.05280, 4.44159, 6.16555], [-4.35139, 3.29922, -2.91506], [-4.42227, 3.05784, -4.42700], [-4.16450, 1.64458, -4.77981], [-2.75655, 1.28536, -4.56880], [-2.28477, 0.23274, -5.58465], [-5.04853, 0.62580, -4.18953], [-6.59249, 0.86409, -4.36495], [-5.13604, 2.67034, -2.49442], [-4.44184, 4.29356, -2.47780], [-3.47125, 2.81808, -2.48848], [-5.42317, 3.32466, -4.76628], [-3.67142, 3.66043, -4.93809], [-2.09759, 2.11855, -4.81307], [-2.49688, 0.92718, -3.57262], [-1.19896, 0.15823, -5.52495], [-2.73628, -0.69488, -5.23286], [-2.58843, 0.43212, -6.61234], [-4.81698, 0.63542, -3.12445], [-4.86513, -0.34517, -4.64961], [-6.85706, 1.83275, -3.94090], [-7.14468, 0.03337, -3.92552], [-6.90743, 0.90679, -5.40758], [2.18955, 0.67241, 0.56003], [1.40986, -0.22919, -0.46613], [0.01284, 0.14019, -0.69278], [-0.81723, 0.21222, 0.51091], [-0.70051, -0.98145, 1.48702], [-0.24741, 1.31163, -1.55158], [0.35740, 1.26329, -3.01064], [2.10801, 1.70212, 0.21197], [3.25105, 0.42900, 0.51461], [1.88580, 0.62315, 1.60569], [1.82983, -0.31860, -1.46799], [1.37150, -1.26240, -0.12101], [-0.59702, 1.14853, 1.02368], [-1.88225, 0.22676, 0.27938], [-1.41942, -0.72562, 2.26536], [-0.80811, -1.95074, 1.00018], [0.27041, -0.99824, 1.98213], [0.10565, 2.23428, -1.09096], [-1.31032, 1.51167, -1.68692], [1.43675, 1.15371, -3.11596], [-0.05504, 2.07772, -3.60621], [0.09375, 0.34052, -3.52745]],
  "lowdin_charge": [-0.21, -0.23, -0.08, -0.08, 0.12, 0.10, 0.11, 0.10, 0.08, 0.09, -0.08, -0.25, -0.18, -0.25, -0.07, -0.26, -0.07, 0.06, 0.07, 0.06, 0.12, 0.10, 0.09, 0.11, 0.07, 0.06, 0.05, 0.09, 0.09, 0.07, 0.06, 0.06, -0.05, -0.23, -0.17, -0.26, -0.08, -0.26, -0.08, 0.05, 0.04, 0.07, 0.09, 0.09, 0.09, 0.11, 0.05, 0.05, 0.09, 0.10, 0.09, 0.07, 0.05, 0.08, -0.08, -0.24, -0.17, -0.25, -0.08, -0.25, -0.09, 0.04, 0.06, 0.07, 0.10, 0.11, 0.11, 0.09, 0.06, 0.06, 0.07, 0.11, 0.11, 0.05, 0.08, 0.06, -0.09, -0.28, -0.18, -0.27, -0.09, -0.25, -0.09, 0.09, 0.05, 0.06, 0.08, 0.12, 0.11, 0.10, 0.06, 0.07, 0.08, 0.11, 0.11, 0.07, 0.05, 0.07, -0.07, -0.28, -0.19, -0.22, -0.08, -0.20, -0.07, 0.06, 0.06, 0.06, 0.11, 0.10, 0.10, 0.10, 0.07, 0.05, 0.05, 0.11, 0.10, 0.05, 0.07, 0.05, -0.08, -0.23, -0.18, -0.28, -0.09, -0.21, -0.08, 0.04, 0.06, 0.07, 0.09, 0.12, 0.12, 0.10, 0.06, 0.06, 0.07, 0.10, 0.11, 0.05, 0.07, 0.05, -0.07, -0.22, -0.18, -0.28, -0.10, -0.26, -0.08, 0.04, 0.07, 0.07, 0.11, 0.10, 0.09, 0.11, 0.07, 0.08, 0.07, 0.09, 0.11, 0.07, 0.06, 0.06, -0.06, -0.26, -0.20, -0.26, -0.08, -0.20, -0.06, 0.08, 0.05, 0.05, 0.10, 0.09, 0.10, 0.11, 0.07, 0.07, 0.05, 0.08, 0.11, 0.08, 0.05, 0.04, -0.09, -0.27, -0.20, -0.24, -0.06, -0.23, -0.06, 0.07, 0.08, 0.05, 0.09, 0.11, 0.10, 0.11, 0.05, 0.06, 0.06, 0.11, 0.09, 0.05, 0.07, 0.05, -0.08, -0.22, -0.17, -0.26, -0.08, -0.23, -0.07, 0.04, 0.07, 0.06, 0.10, 0.09, 0.09, 0.08, 0.05, 0.04, 0.08, 0.08, 0.10, 0.05, 0.07, 0.07, -0.05, -0.21, -0.17, -0.24, -0.06, -0.21, -0.07, 0.06, 0.04, 0.05, 0.08, 0.09, 0.10, 0.09, 0.06, 0.06, 0.03, 0.08, 0.09, 0.04, 0.06, 0.05]
}

---

Record 2
{
  "formula": "C3HO3",
  "method": "wB97M-V/def2-TZVPD",
  "lumo_energy_ev": [2.95, 2.95],
  "multiplicity": 1,
  "fmax_ev_per_a": 8.4,
  "smiles": "O=C=CC(=O)[O-]",
  "total_energy_ev": -9265.3275,
  "total_charge": -1,
  "e_above_lowest_kj_mol": 493.6,
  "symbols": ["C", "C", "C", "O", "O", "O", "H"],
  "positions_angstrom": [[0.91144, -1.23363, 0.95689], [0.55891, -0.21074, 0.31102], [1.44922, 0.43630, -0.98524], [1.77139, 1.59130, -0.77085], [2.14826, -2.45501, 1.18444], [1.50869, -0.39996, -1.86179], [-0.31802, 0.43516, 0.50771]],
  "nbo_charge": [0.49, -0.62, 0.86, -0.67, -0.68, -0.65, 0.26]
}

---

Record 3
{
  "formula": "C4H12N2O2",
  "method": "wB97M-V/def2-TZVPD",
  "lumo_energy_ev": [3.76, 3.92],
  "multiplicity": 2,
  "fmax_ev_per_a": 6.6,
  "total_energy_ev": -11415.3024,
  "total_charge": -1,
  "e_above_lowest_kj_mol": 271.2,
  "symbols": ["C", "C", "N", "C", "C", "N", "O", "H", "H", "H", "H", "H", "H", "H", "H", "H", "H", "H", "H", "O"],
  "positions_angstrom": [[-0.75122, 0.85920, 1.60685], [0.45063, 0.03863, 0.94098], [0.63626, 0.49519, -0.39549], [-0.02174, -0.38649, -1.39892], [-1.10176, -1.46587, -0.94686], [-2.30612, -1.29084, -1.47226], [-0.81419, -2.47872, -0.36787], [-1.01487, 1.64289, 0.96046], [-1.47977, 0.10274, 2.01329], [-0.33603, 1.32928, 2.51798], [1.30430, 0.12323, 1.63600], [0.35753, -1.07435, 1.01086], [0.57917, 1.48211, -0.47882], [-0.61027, 0.25719, -2.09320], [0.75144, -1.02406, -1.90028], [-2.68693, -0.36262, -1.69878], [-3.05666, -1.92351, -1.14449], [3.30096, 1.52874, -0.31154], [3.41454, 1.28208, 1.14231], [3.38475, 0.86517, 0.37977]],
  "nbo_charge": [-0.78, -0.27, -0.71, -0.50, 0.63, -0.88, -0.66, 0.20, 0.20, 0.18, 0.17, 0.21, 0.30, 0.14, 0.19, 0.34, 0.37, 0.43, 0.43, -1.01]
}

---

Record 4
{
  "formula": "C3H3CrO3",
  "method": "wB97M-V/def2-TZVPD",
  "lumo_energy_ev": [-6.17, -5.84],
  "multiplicity": 5,
  "fmax_ev_per_a": 4.4,
  "total_energy_ev": -37711.8074,
  "total_charge": 1,
  "e_above_lowest_kj_mol": 269.7,
  "symbols": ["O", "O", "C", "O", "C", "H", "C", "H", "H", "Cr"],
  "positions_angstrom": [[-0.32299, 1.79185, 0.51425], [1.78485, -0.00564, -1.61145], [1.06683, -0.50357, -0.69323], [0.04805, -1.18918, -1.08969], [-0.86227, -0.52891, 0.01524], [-1.08649, -1.35369, 0.71436], [-0.66658, 0.68623, 0.87083], [-0.69248, 0.45479, 1.95720], [-1.79283, -0.36782, -0.55005], [2.52392, 1.01593, -0.12746]],
  "nbo_charge": [-0.51, -0.63, 0.42, -0.41, -0.24, 0.24, 0.41, 0.17, 0.27, 1.29]
}